Entry 1:
ORCA calculation (wB97M-V/def2-TZVPD) on the molecule CH4ClO2P at a distorted geometry.

ORCA input file:
```
! wB97M-V def2-TZVPD RIJCOSX def2/J DEFGRID3
* xyz 0 1
Cl 1.03 -0.73 -0.39
P -1.10 -0.09 0.30
O -1.21 1.26 -0.27
O -1.95 -1.18 -0.56
C 2.40 0.22 0.00
H -2.53 -0.81 -1.18
H -1.64 -0.15 1.63
H 2.57 0.24 1.05
H 2.43 1.24 -0.59
*
```

The calculation puts the energy at -27005.105 eV. The calculation puts the highest occupied orbital energy (alpha / beta) at -7.7 / -8.4 eV. The energy above the lowest of the compared OMol25 structures with the same formula, charge and spin is 314.4 kJ/mol.

Results of the natural (NBO) charge analysis, in e, for atoms 1 through 8: 0.1973, 1.6614, -1.0727, -0.9989, -0.6257, 0.5095, -0.0687, 0.1884

---

Entry 2:
ORCA calculation (wB97M-V/def2-TZVPD) on a cluster of 3 separate species, CH4ClO3PS in total at a distorted geometry.

ORCA input file:
```
! wB97M-V def2-TZVPD RIJCOSX def2/J DEFGRID3
* xyz 0 1
Cl 1.12 2.22 -0.66
S -1.78 -0.05 -1.57
P -1.55 1.12 -0.03
O -1.63 2.55 -0.10
O -0.20 -1.47 1.01
O -2.08 0.56 1.39
C -0.09 -2.40 0.28
H 0.16 2.93 -0.93
H 0.89 -2.85 0.32
H -1.71 -0.43 1.42
H -1.00 -2.66 -0.28
*
```

The calculation puts the energy at -39890.824 eV. The calculation puts the highest occupied orbital energy at -9.8 eV. The energy above the lowest of the compared OMol25 structures with the same formula, charge and spin is 236.2 kJ/mol.

Results of the natural (NBO) charge analysis, in e, for atoms 1 through 8: -0.2531, -0.5197, 1.9221, -1.0438, -0.5591, -0.9648, 0.2956, 0.2875

---

Entry 3:
ORCA calculation (wB97M-V/def2-TZVPD) on the molecule CH4ClPS at a distorted geometry.

ORCA input file:
```
! wB97M-V def2-TZVPD RIJCOSX def2/J DEFGRID3
* xyz 0 1
Cl -2.56 0.61 -0.20
S 0.34 -1.06 -0.45
P -1.24 -0.52 0.83
C 1.27 0.51 -0.16
H 0.81 1.28 -0.75
H 0.95 0.55 0.82
H -1.85 -1.71 0.41
H 2.27 0.34 -0.50
*
```

The calculation puts the energy at -33748.474 eV. The calculation puts the highest occupied orbital energy at -9.2 eV. The energy above the lowest of the compared OMol25 structures with the same formula, charge and spin is 0.0 kJ/mol.

Charge distribution, natural (NBO) scheme, values in e: -0.3031, -0.0804, 0.4518, -0.7013, 0.2160, 0.2160, -0.0313, 0.2322

---

Entry 4:
ORCA calculation (wB97M-V/def2-TZVPD) on a structure of composition CH4CsO.

ORCA input file:
```
! wB97M-V def2-TZVPD RIJCOSX def2/J DEFGRID3
* xyz 1 1
Cs 2.35 -2.65 -4.08
O -1.45 0.42 0.96
C -0.04 0.34 0.76
H 0.15 -0.55 0.15
H 0.37 1.18 0.19
H 0.48 0.26 1.71
H -1.86 1.00 0.31
*
```

The calculation puts the energy at -3691.030 eV. The calculation puts the highest occupied orbital energy at -12.6 eV. The energy above the lowest of the compared OMol25 structures with the same formula, charge and spin is 68.3 kJ/mol.

Charge distribution, natural (NBO) scheme, values in e: 0.9998, -0.7215, -0.2415, 0.1380, 0.1633, 0.1905, 0.4713

---

Entry 5:
ORCA calculation (wB97M-V/def2-TZVPD) on a cluster of 2 separate species, CH4F2Si in total at a distorted geometry.

ORCA input file:
```
! wB97M-V def2-TZVPD RIJCOSX def2/J DEFGRID3
* xyz 0 1
Si -1.53 0.30 0.27
F -2.23 -1.16 -0.19
F 1.90 -1.14 0.49
C 1.57 -0.18 -0.40
H 1.69 -0.46 -1.35
H 2.04 0.88 -0.06
H -1.77 0.17 1.62
H -1.68 1.58 -0.38
*
```

The calculation puts the energy at -14411.250 eV. The calculation puts the highest occupied orbital energy (alpha / beta) at -8.7 / -7.8 eV. The energy above the lowest of the compared OMol25 structures with the same formula, charge and spin is 647.5 kJ/mol.

Charge distribution, natural (NBO) scheme, values in e: 1.1866, -0.6561, -0.3589, -0.0105, 0.1278, 0.1458, -0.2321, -0.2025

---

Entry 6:
ORCA calculation (wB97M-V/def2-TZVPD) on a cluster of 2 separate species, CH4F3NO2SSi in total at a distorted geometry.

ORCA input file:
```
! wB97M-V def2-TZVPD RIJCOSX def2/J DEFGRID3
* xyz 0 1
S 0.10 1.35 -0.19
Si -2.11 -0.53 0.29
F 3.63 -0.20 -0.62
F 2.56 -0.33 1.25
F 2.05 -1.79 -0.18
O 0.31 2.49 -1.04
O -0.36 1.63 1.14
N -1.02 0.39 -0.84
C 3.02 -1.03 0.26
H -3.07 0.39 0.73
H -1.44 -1.12 1.56
H -2.65 -1.58 -0.52
H -1.01 0.34 -1.85
*
```

The calculation puts the energy at -33548.661 eV. The calculation puts the highest occupied orbital energy (alpha / beta) at -10.3 / -9.7 eV. The energy above the lowest of the compared OMol25 structures with the same formula, charge and spin is 287.9 kJ/mol.

Results of the natural (NBO) charge analysis, in e, for atoms 1 through 8: 1.9935, 1.0623, -0.3239, -0.3157, -0.3145, -0.8680, -0.8905, -1.2373